# 1
Density functional theory data (ωB97M-V/def2-TZVPD) for a molecular structure, C34H80AlN10O16P.

Its molar mass is 943.02 g mol⁻¹. The total charge is -2. The gap between HOMO and LUMO is 3.20 eV. Its largest force on an atom is 4.44 eV/Å. Its total energy is -3678.38447 Ha. The LUMO energy is 1.9 eV.

Cartesian coordinates (Å):
Al (1.7372, -1.6364, -4.0584)
P (1.4704, 0.5165, -6.8874)
O (1.5397, -1.0717, -6.8367)
O (1.8276, 1.0382, -5.4471)
O (0.1911, 1.4616, -6.9935)
O (2.3568, 1.4392, -7.7590)
C (0.4459, 0.6746, 0.0919)
C (-0.5976, -0.1538, -0.6822)
O (-0.0656, -0.7611, -1.8740)
H (1.2247, 0.0355, 0.5080)
H (0.0050, 1.2243, 0.9234)
H (0.8831, 1.3944, -0.6001)
H (-1.3102, 0.6353, -0.9223)
H (-1.1084, -0.8894, -0.0609)
C (3.0041, -5.3073, -0.5957)
C (3.9527, -4.4161, -1.3450)
O (3.4628, -3.3232, -2.1399)
H (3.4719, -6.2821, -0.4580)
H (2.1269, -5.6265, -1.1585)
H (2.6406, -4.9925, 0.3826)
H (4.2901, -5.1610, -2.0656)
H (4.8021, -4.0868, -0.7466)
C (-0.0156, 4.4599, -4.1659)
O (0.3696, 4.1441, -5.2925)
N (-0.4841, 3.5129, -3.3501)
C (-0.5716, 3.9090, -1.9508)
C (-0.7425, 2.1721, -3.7802)
H (0.0242, 5.4453, -3.6764)
H (-1.4755, 3.4661, -1.5327)
H (-0.8317, 4.9631, -1.8532)
H (0.2991, 3.6887, -1.3332)
H (-1.5381, 1.6906, -3.2117)
H (-0.8949, 1.9929, -4.8446)
H (0.1724, 1.6102, -3.5927)
C (-0.1810, -3.0064, 4.7799)
O (-0.4736, -3.8774, 5.6245)
N (-0.4163, -3.1287, 3.4934)
C (-0.2651, -1.9493, 2.6197)
C (-1.2105, -4.1552, 2.8751)
H (0.3459, -2.0623, 4.9880)
H (-1.1302, -1.2898, 2.6890)
H (-0.1473, -2.3095, 1.5977)
H (0.6350, -1.3745, 2.8375)
H (-2.2374, -3.8046, 2.7714)
H (-0.8030, -4.3881, 1.8913)
H (-1.1988, -5.0725, 3.4636)
C (-1.9848, -0.5483, -5.7616)
O (-1.0131, -1.1198, -5.2969)
N (-3.1952, -0.3838, -5.0871)
C (-3.5400, -0.9084, -3.8021)
C (-4.1346, 0.7267, -5.4559)
H (-1.8578, 0.0162, -6.6983)
H (-4.5125, -1.3779, -3.9497)
H (-3.5020, -0.0952, -3.0773)
H (-2.7772, -1.6494, -3.5626)
H (-5.1342, 0.4590, -5.1133)
H (-3.8455, 1.7329, -5.1525)
H (-4.2225, 0.7735, -6.5414)
C (4.5614, 0.2736, -1.6022)
O (3.4498, 0.0598, -2.1040)
N (5.1467, 1.5042, -1.3884)
C (6.3590, 1.6716, -0.5727)
C (4.6067, 2.7538, -1.9393)
H (5.1158, -0.5394, -1.1085)
H (6.5878, 0.7930, 0.0305)
H (6.3461, 2.4333, 0.2068)
H (7.2307, 1.7090, -1.2260)
H (5.4394, 3.3239, -2.3512)
H (3.7965, 2.5225, -2.6307)
H (4.3230, 3.4422, -1.1432)
C (-3.6349, 2.8305, 0.5549)
O (-3.6258, 3.8553, -0.1187)
N (-3.7505, 2.7445, 1.9799)
C (-3.8664, 3.8727, 2.8598)
C (-3.6565, 1.4860, 2.6808)
H (-3.6268, 1.7884, 0.1997)
H (-3.9261, 4.8257, 2.3342)
H (-2.9951, 4.0106, 3.5000)
H (-4.7455, 3.6667, 3.4703)
H (-3.0562, 0.8020, 2.0808)
H (-3.2018, 1.7263, 3.6418)
H (-4.6566, 1.1405, 2.9426)
C (0.8814, 5.4960, 2.6040)
O (1.9453, 6.0708, 2.8951)
N (0.8162, 4.3404, 1.9648)
C (-0.4860, 3.7664, 1.7334)
C (1.9910, 3.5479, 1.4666)
H (-0.1456, 5.7683, 2.8926)
H (-1.2903, 4.3979, 2.1109)
H (-0.6358, 2.7651, 2.1373)
H (-0.7587, 3.6256, 0.6875)
H (2.8321, 3.8573, 2.0869)
H (1.7002, 2.5110, 1.6350)
H (2.3601, 3.7245, 0.4563)
C (0.9554, 1.4320, 4.0838)
O (-0.2287, 1.0558, 3.8177)
N (1.1089, 2.5771, 4.7814)
C (2.3973, 2.9778, 5.3876)
C (0.0831, 3.4692, 5.1408)
H (1.9042, 0.9213, 3.8576)
H (2.3961, 3.0448, 6.4755)
H (2.9129, 3.7730, 4.8491)
H (3.0333, 2.0927, 5.3763)
H (-0.0398, 3.4793, 6.2238)
H (0.3355, 4.4810, 4.8236)
H (-0.7970, 3.1793, 4.5668)
C (-4.5051, -0.8018, -0.4735)
O (-5.1302, 0.2228, -0.7676)
N (-4.7052, -1.5661, 0.5829)
C (-3.9876, -2.8392, 0.6058)
C (-5.7170, -1.2214, 1.6179)
H (-3.7168, -1.2083, -1.1258)
H (-3.3215, -3.0566, -0.2291)
H (-4.8322, -3.5273, 0.5702)
H (-3.4854, -2.8702, 1.5728)
H (-5.2454, -0.9598, 2.5651)
H (-6.2582, -0.3205, 1.3287)
H (-6.3931, -2.0721, 1.7023)
C (4.0258, -1.7054, 3.9807)
O (2.9134, -1.6887, 4.5130)
N (4.3220, -1.5984, 2.6333)
C (5.6220, -1.8681, 2.1518)
C (3.2671, -1.5285, 1.6286)
H (4.9392, -1.8694, 4.5732)
H (5.9124, -1.0900, 1.4459)
H (5.5064, -2.8091, 1.6140)
H (6.4672, -1.9741, 2.8319)
H (2.4448, -0.9291, 2.0196)
H (3.6613, -1.0167, 0.7507)
H (2.9306, -2.5106, 1.2964)
C (-1.1796, -4.5639, -3.2402)
O (-0.1411, -4.0008, -3.5083)
N (-1.6211, -4.8704, -2.0479)
C (-2.8548, -5.6475, -1.9442)
C (-0.8705, -4.7792, -0.7831)
H (-1.7774, -5.0741, -4.0113)
H (-3.4161, -5.6954, -2.8773)
H (-3.5052, -5.3481, -1.1223)
H (-2.4915, -6.6525, -1.7295)
H (-0.5824, -5.8167, -0.6137)
H (-0.0951, -4.0133, -0.7682)
H (-1.5324, -4.7542, 0.0826)

# 2
Density functional theory data (ωB97M-V/def2-TZVPD) for a molecular structure, C11H16Cl2N7PdS5.

Its molar mass is 583.96 g mol⁻¹. The total charge is +1. The gap between HOMO and LUMO (alpha / beta) is 6.12 / 6.12 eV. Its largest force on an atom is 1.00 eV/Å. Its total energy is -3850.98286 Ha. The LUMO energy (alpha / beta) is -4.2 / -4.2 eV.

Cartesian coordinates (Å):
Pd (0.2150, -0.3442, 0.8371)
C (2.1258, 2.2060, 2.8290)
S (1.1775, 2.1470, 1.2918)
C (-0.4457, 2.5339, 1.8666)
C (-1.1949, 1.6324, 2.5189)
S (-0.7132, -0.0299, 2.8375)
S (-2.7613, 2.1844, 3.0298)
C (-2.6448, 3.8161, 2.4076)
S (-3.8335, 4.9078, 2.5318)
S (-1.1213, 4.1145, 1.6071)
H (3.1780, 2.1589, 2.5542)
H (1.8521, 1.3637, 3.4599)
H (1.9264, 3.1481, 3.3336)
C (3.0269, 1.4094, -3.4949)
C (2.2421, 0.3817, -2.7557)
C (1.9046, -0.9164, -3.0697)
C (1.1544, -1.4015, -1.9894)
N (1.0305, -0.4461, -1.0637)
N (1.7061, 0.6228, -1.5490)
C (0.5334, -2.7482, -1.8591)
H (3.3445, 1.0111, -4.4549)
H (3.9171, 1.6996, -2.9363)
H (2.4319, 2.3046, -3.6774)
H (2.1655, -1.4516, -3.9663)
H (1.7386, 1.4755, -1.0126)
H (0.8750, -3.3907, -2.6673)
H (-0.5556, -2.6891, -1.9142)
H (0.7954, -3.2164, -0.9149)
N (-4.7815, -1.7962, -0.1224)
N (-3.6345, -1.0885, -0.4115)
N (-3.3094, -0.7700, -1.6454)
C (-2.1259, -0.2084, -1.4551)
N (-1.7859, -0.1878, -0.1623)
N (-2.7763, -0.7833, 0.4982)
H (-5.4712, -1.5569, -0.8236)
H (-5.0734, -1.5516, 0.8157)
H (-1.5364, 0.2205, -2.2469)
Cl (2.2582, -1.6126, 1.9934)
C (1.3245, -3.0667, 2.4654)
Cl (-0.1840, -3.1616, 1.5560)
H (1.0952, -2.9852, 3.5206)
H (1.9302, -3.9350, 2.2384)

# 3
Density functional theory data (ωB97M-V/def2-TZVPD) for a molecular structure, C58H137InN9O21.

Its molar mass is 1411.59 g mol⁻¹. The total charge is +1. The gap between HOMO and LUMO is 2.70 eV. Its largest force on an atom is 6.19 eV/Å. Its total energy is -4554.23305 Ha. The LUMO energy is -7.5 eV.

Cartesian coordinates (Å):
In (20.3827, 13.6265, 11.6367)
C (16.2911, 16.7310, 10.3198)
C (17.3926, 15.9281, 10.8451)
C (17.3026, 15.5618, 12.4223)
O (18.2330, 15.0910, 13.0951)
C (16.0159, 15.6413, 13.1201)
C (14.9744, 16.1706, 12.4092)
C (15.0791, 16.7923, 10.9949)
O (14.1759, 17.5196, 10.4430)
O (13.8795, 16.1275, 13.0944)
O (18.4333, 15.6786, 10.2917)
H (16.3864, 17.1891, 9.3465)
H (15.9507, 15.3038, 14.1440)
C (23.2718, 16.2127, 8.2199)
C (22.6943, 15.6552, 9.5091)
C (22.2001, 16.8288, 10.4048)
O (21.4079, 16.3272, 11.5314)
C (20.8301, 17.3966, 12.2275)
N (21.4977, 14.8837, 9.0926)
H (24.1136, 16.8915, 8.3562)
H (22.5075, 16.6704, 7.5919)
H (23.8092, 15.5220, 7.5701)
H (23.4277, 14.9866, 9.9598)
H (21.6382, 17.4915, 9.7465)
H (23.0606, 17.3968, 10.7586)
H (21.5082, 18.1948, 12.5294)
H (20.5046, 16.9774, 13.1795)
H (19.9295, 17.7470, 11.7233)
H (20.9510, 15.4815, 8.4894)
H (21.8556, 14.3194, 8.3353)
C (14.3700, 13.2933, 6.9058)
C (13.3914, 14.1936, 7.5826)
C (13.1453, 13.8500, 9.1042)
O (12.4434, 12.6186, 9.2206)
C (12.4079, 12.1739, 10.5425)
N (13.9853, 15.5214, 7.5084)
H (15.4271, 13.3512, 7.1649)
H (14.3157, 13.4340, 5.8263)
H (14.0885, 12.2449, 7.0048)
H (12.4456, 14.2024, 7.0408)
H (12.6739, 14.7194, 9.5623)
H (14.1364, 13.7595, 9.5489)
H (11.6784, 12.7544, 11.1071)
H (13.3816, 12.2392, 11.0280)
H (12.1655, 11.1136, 10.6142)
H (13.2511, 16.2046, 7.6286)
H (14.6906, 15.6633, 8.2172)
C (19.2948, 18.6487, 8.1332)
C (19.0336, 17.6426, 7.0375)
C (19.8036, 17.9481, 5.7092)
O (19.2624, 17.1743, 4.6514)
C (19.6510, 17.6239, 3.3512)
N (19.4748, 16.3972, 7.6668)
H (20.3484, 18.5510, 8.3950)
H (18.7560, 18.4819, 9.0659)
H (19.2093, 19.6609, 7.7381)
H (17.9806, 17.6604, 6.7563)
H (20.8733, 17.7795, 5.8332)
H (19.6964, 19.0076, 5.4766)
H (20.7294, 17.7727, 3.2964)
H (19.1866, 18.5462, 3.0021)
H (19.3294, 16.8815, 2.6209)
H (19.1809, 15.6190, 7.0939)
H (18.9153, 16.3547, 8.5066)
C (9.8713, 17.6092, 7.3110)
C (10.8570, 17.5392, 8.5086)
O (12.1999, 17.6092, 7.9845)
H (9.7769, 18.6450, 6.9847)
H (8.9041, 17.2911, 7.7000)
H (10.1592, 16.9787, 6.4698)
H (10.7074, 16.6384, 9.1038)
H (10.7716, 18.3871, 9.1883)
H (12.8057, 17.6520, 8.7280)
C (11.8687, 19.4385, 15.4419)
C (11.2685, 18.1629, 14.9503)
O (12.1488, 17.1575, 15.1394)
H (12.8544, 19.6550, 15.0299)
H (12.2033, 19.2216, 16.4563)
H (11.2494, 20.3346, 15.4817)
H (10.9241, 18.1765, 13.9162)
H (10.3707, 17.9042, 15.5117)
H (12.6073, 16.9041, 14.3350)
C (16.1834, 18.6417, 4.6543)
O (16.3371, 19.4147, 5.8500)
C (15.3030, 19.2499, 6.8040)
C (15.7003, 19.9513, 8.1355)
N (15.4887, 21.4143, 8.0642)
C (16.3662, 22.1282, 8.9639)
C (16.3272, 23.6676, 8.8946)
O (17.2429, 24.1552, 9.8701)
C (17.3943, 25.5354, 9.9790)
H (15.2558, 18.7976, 4.1034)
H (16.2721, 17.5648, 4.7978)
H (16.9247, 18.9694, 3.9255)
H (15.2593, 18.1820, 7.0177)
H (14.3189, 19.5564, 6.4496)
H (16.6880, 19.6355, 8.4715)
H (15.1202, 19.6315, 9.0012)
H (15.5619, 21.6502, 7.0849)
H (17.3767, 21.9040, 8.6222)
H (16.2507, 21.7850, 9.9919)
H (15.3037, 23.9565, 9.1336)
H (16.6359, 24.0874, 7.9373)
H (18.0883, 25.7695, 10.7862)
H (16.4601, 26.0737, 10.1390)
H (17.8513, 25.9619, 9.0861)
C (21.5608, 11.2733, 18.8348)
O (21.2968, 12.6643, 18.9175)
C (22.4225, 13.4260, 18.4452)
C (21.8581, 14.8707, 18.4227)
N (20.8986, 14.9156, 17.3343)
C (20.0430, 16.0851, 17.4446)
C (18.8958, 15.7120, 18.4541)
O (18.2134, 14.4837, 18.2087)
C (17.1758, 14.6199, 17.1871)
H (22.3462, 11.0429, 19.5546)
H (21.9217, 10.8405, 17.9018)
H (20.7113, 10.6033, 18.9669)
H (22.7823, 13.1014, 17.4688)
H (23.3017, 13.3970, 19.0887)
H (22.6580, 15.5972, 18.2801)
H (21.4479, 15.0774, 19.4112)
H (20.2752, 14.1503, 17.5481)
H (19.5560, 16.3624, 16.5097)
H (20.6167, 16.9656, 17.7340)
H (18.1935, 16.5435, 18.5133)
H (19.3721, 15.6603, 19.4332)
H (17.5860, 14.9229, 16.2238)
H (16.3246, 15.2637, 17.4086)
H (16.8032, 13.6016, 17.0756)
C (17.9994, 7.0645, 10.9550)
O (18.6230, 8.3651, 10.7444)
C (20.0390, 8.3425, 10.7696)
C (20.6608, 9.7520, 10.8857)
N (20.0605, 10.5253, 12.0287)
C (20.6692, 10.1457, 13.2943)
C (19.9614, 10.8386, 14.4948)
O (19.9223, 12.1977, 14.3033)
C (19.3256, 12.7920, 15.4059)
H (16.9131, 7.0950, 10.8710)
H (18.1858, 6.6423, 11.9425)
H (18.3539, 6.3155, 10.2469)
H (20.4113, 7.9994, 9.8043)
H (20.4152, 7.5967, 11.4698)
H (20.4015, 10.2290, 9.9405)
H (21.7440, 9.7174, 11.0023)
H (19.0909, 10.2612, 12.1290)
H (21.7363, 10.3681, 13.2942)
H (20.6495, 9.0620, 13.4093)
H (20.5306, 10.5195, 15.3678)
H (18.9578, 10.4537, 14.6757)
H (20.0038, 12.6132, 16.2403)
H (18.3522, 12.3686, 15.6534)
H (19.2610, 13.8767, 15.3203)
C (15.8682, 19.8738, 13.3412)
O (15.9822, 20.0198, 14.7369)
C (15.6769, 18.9081, 15.4915)
C (16.8392, 17.8581, 15.5284)
N (18.0373, 18.3260, 16.2439)
C (18.8024, 19.4753, 15.6717)
C (20.0599, 19.8417, 16.4902)
O (19.7349, 20.5738, 17.6973)
C (20.9375, 20.9190, 18.4646)
H (14.8558, 19.6528, 13.0031)
H (16.5590, 19.1592, 12.8937)
H (16.1350, 20.8823, 13.0252)
H (14.7596, 18.4173, 15.1662)
H (15.4662, 19.1755, 16.5270)
H (17.1435, 17.4406, 14.5685)
H (16.4911, 16.9916, 16.0906)
H (17.8578, 18.5123, 17.2202)
H (18.1578, 20.3541, 15.6514)
H (19.0118, 19.1512, 14.6523)
H (20.8375, 20.2850, 15.8681)
H (20.5257, 18.9149, 16.8251)
H (21.4925, 20.0633, 18.8492)
H (20.5956, 21.3358, 19.4119)
H (21.6181, 21.6394, 18.0108)
C (17.5144, 14.5119, 5.6112)
O (18.1070, 14.1298, 6.8444)
C (18.7055, 12.8134, 6.7482)
C (19.4501, 12.4773, 8.0462)
N (18.5922, 12.8518, 9.1608)
C (17.5240, 11.8558, 9.3912)
C (16.6314, 12.1382, 10.5793)
O (17.4018, 12.1742, 11.7826)
C (16.5164, 12.1208, 12.9278)
H (17.0043, 15.4535, 5.8144)
H (16.8294, 13.7755, 5.1908)
H (18.2517, 14.7903, 4.8582)
H (19.3952, 12.6904, 5.9131)
H (17.9339, 12.0626, 6.5775)
H (20.3769, 13.0504, 8.0205)
H (19.7866, 11.4415, 8.0040)
H (18.2238, 13.7024, 8.7597)
H (18.1248, 10.9528, 9.5002)
H (16.8778, 11.7982, 8.5154)
H (15.7969, 11.4385, 10.6266)
H (16.1097, 13.0894, 10.4746)
H (15.7689, 11.3290, 12.8788)
H (15.9603, 13.0246, 13.1770)
H (17.1116, 11.9534, 13.8255)
C (13.0054, 14.3259, 17.1885)
O (13.1578, 13.0044, 16.8687)
C (13.5760, 12.8662, 15.4846)
C (12.4641, 13.0569, 14.4648)
N (11.4569, 12.0323, 14.7015)
C (10.1697, 12.3392, 14.0799)
C (9.1268, 11.2378, 14.3634)
O (8.7244, 11.2600, 15.7409)
C (7.8968, 10.1525, 16.0857)
H (12.0521, 14.7882, 16.9326)
H (13.8047, 14.9237, 16.7504)
H (13.0933, 14.4843, 18.2634)
H (13.8620, 11.8154, 15.4382)
H (14.5425, 13.3300, 15.2872)
H (12.9516, 13.0081, 13.4911)
H (12.0649, 14.0654, 14.5726)
H (11.2738, 12.0059, 15.6944)
H (10.3086, 12.4263, 13.0023)
H (9.7380, 13.3039, 14.3466)
H (9.6124, 10.3001, 14.0932)
H (8.2390, 11.3264, 13.7371)
H (8.5241, 9.2949, 16.3288)
H (7.1721, 9.7028, 15.4069)
H (7.3308, 10.4167, 16.9790)

> Which of these has the lowest largest force on an atom?

C11H16Cl2N7PdS5